# 1
Below is one molecule with the formula C11H15N3O3S in a non-equilibrium geometry, with properties calculated with the ωB97M-V functional and the def2-TZVPD basis.

Summary:
SMILES = COCCNC(=S)NNc1cccc(C(=O)O)c1
HOMO level = -7.998 eV
LUMO level = -1.0 eV
Frontier orbital gap = 7.03 eV

Structure (ORCA input):
```
! RIJCOSX wB97M-V def2-TZVPD def2/J DEFGRID3
* xyz 0 1
C 4.27 0.66 2.04
O 3.45 1.60 2.14
C 2.13 1.54 1.72
C 1.96 1.47 0.03
N 0.53 1.57 -0.06
C -0.02 2.26 -1.08
S 1.08 2.90 -2.31
N -1.17 1.97 -1.43
N -2.23 1.43 -0.54
C -2.13 -0.03 -0.15
C -2.95 -0.33 0.93
C -2.96 -1.82 0.92
C -2.48 -2.75 0.19
C -1.86 -2.12 -1.21
C -1.26 -3.15 -1.84
O -1.22 -4.35 -1.91
O -0.58 -2.52 -2.80
C -1.53 -0.85 -1.22
H 5.18 0.83 2.44
H 4.01 -0.22 2.35
H 4.54 0.41 0.96
H 1.68 0.71 2.31
H 1.71 2.36 2.13
H 2.47 0.32 -0.03
H 2.44 2.34 -0.19
H -0.13 0.94 0.33
H -1.66 2.38 -2.21
H -2.19 1.83 0.22
H -3.47 0.35 1.48
H -3.59 -2.09 1.94
H -2.54 -3.92 0.24
H -0.24 -3.32 -3.49
H -1.22 -0.40 -1.91
*
```

---

# 2
Below is one molecule with the formula C11H15N3O4S in a non-equilibrium geometry, with properties calculated with the ωB97M-V functional and the def2-TZVPD basis.

Summary:
SMILES = COCCCNS(=O)(=O)c1ccc2[nH]c(=O)[nH]c2c1
HOMO level = -8.318 eV
LUMO level = 0.3 eV
Frontier orbital gap = 8.66 eV

Structure (ORCA input):
```
! RIJCOSX wB97M-V def2-TZVPD def2/J DEFGRID3
* xyz 0 1
C -2.84 -3.71 0.36
O -1.90 -2.60 0.13
C -2.56 -1.37 -0.41
C -1.68 -0.34 -0.49
C -2.43 0.88 -0.96
N -1.45 1.85 -1.04
S -0.75 2.68 0.08
O -1.69 2.53 1.20
O -0.26 3.93 -0.17
C 0.66 1.85 0.50
C 0.76 1.08 1.59
C 2.01 0.01 1.81
C 2.95 0.19 0.96
N 4.07 -0.58 0.74
C 4.83 -0.23 -0.45
O 5.75 -0.74 -0.66
N 3.83 0.45 -0.99
C 2.76 0.78 -0.43
C 1.59 1.55 -0.41
H -2.31 -4.53 0.55
H -3.68 -3.46 0.99
H -3.34 -4.14 -0.71
H -3.53 -1.23 0.34
H -3.12 -1.58 -1.43
H -1.32 -0.29 0.39
H -0.97 -0.63 -0.98
H -2.83 0.57 -1.98
H -3.11 1.47 -0.34
H -1.57 2.75 -1.82
H 0.09 1.26 2.19
H 2.05 -0.29 3.03
H 4.40 -1.07 1.70
H 4.06 0.97 -1.94
H 1.53 1.97 -1.39
*
```

---

# 3
Below is one molecule with the formula C11H15N5 in a non-equilibrium geometry, with properties calculated with the ωB97M-V functional and the def2-TZVPD basis.

Summary:
SMILES = Cn1ncc(C#N)c1/N=C/N1CCCCC1
HOMO level = -8.171 eV
LUMO level = 0.5 eV
Frontier orbital gap = 8.70 eV

Structure (ORCA input):
```
! RIJCOSX wB97M-V def2-TZVPD def2/J DEFGRID3
* xyz 0 1
C 1.52 1.86 -2.02
N 2.48 0.88 -1.61
N 3.76 0.98 -2.02
C 4.42 0.01 -1.44
C 3.58 -0.75 -0.60
C 3.91 -1.85 0.18
N 4.19 -2.77 0.82
C 2.31 -0.15 -0.74
N 1.19 -0.45 -0.06
C 0.01 -0.52 -0.56
N -1.06 -0.77 0.19
C -2.40 -0.78 -0.34
C -3.21 0.38 0.26
C -3.18 0.29 1.78
C -1.73 0.28 2.28
C -0.97 -0.87 1.63
H 2.05 2.80 -2.20
H 1.02 1.56 -2.95
H 0.78 2.00 -1.24
H 5.47 -0.13 -1.62
H -0.20 -0.43 -1.64
H -2.37 -0.71 -1.43
H -2.88 -1.73 -0.06
H -4.23 0.33 -0.11
H -2.77 1.32 -0.06
H -3.72 1.14 2.21
H -3.68 -0.62 2.11
H -1.70 0.17 3.36
H -1.25 1.22 2.02
H 0.09 -0.86 1.89
H -1.41 -1.83 1.94
*
```

---

# 4
Below is a 2-piece molecular cluster, C11H15NO overall in a non-equilibrium geometry, with properties calculated with the ωB97M-V functional and the def2-TZVPD basis.

Summary:
HOMO level (spin up / spin down) = 0.510 / -3.124 eV
LUMO level (spin up / spin down) = 3.5 / 3.5 eV
Expectation value of S² = 0.771
Frontier orbital gap (spin up / spin down) = 3.03 / 6.60 eV

Structure (ORCA input):
```
! RIJCOSX wB97M-V def2-TZVPD def2/J DEFGRID3
* xyz -1 2
C -1.68 -2.30 -1.30
C 0.64 -1.64 -0.49
C -0.75 -1.58 -0.41
C 0.12 -0.08 1.07
C -1.09 -0.65 0.60
C 0.15 1.00 1.97
C -2.26 -0.42 1.36
C -1.02 1.17 2.74
C -2.18 0.43 2.47
N 1.18 -0.68 0.43
H 1.33 -2.09 -1.18
H 2.10 -0.70 0.81
H -2.35 -2.99 -0.74
H -1.18 -3.00 -1.97
H 1.02 1.63 2.05
H -3.19 -0.90 1.08
H -1.05 1.95 3.49
H -3.03 0.70 3.08
H -2.40 -1.67 -1.84
C 1.94 1.36 -2.69
C 2.98 1.36 -1.60
O 0.63 1.50 -2.16
H 1.97 2.29 -3.27
H 2.03 0.54 -3.41
H 4.01 1.29 -1.95
H 0.25 0.74 -1.70
H 2.74 0.58 -0.88
H 2.90 2.31 -1.06
*
```

---

# 5
Below is a 2-piece molecular cluster, C11H15NOS overall in a non-equilibrium geometry, with properties calculated with the ωB97M-V functional and the def2-TZVPD basis.

Summary:
SMILES = CC1=CC(O)=CC(C)(C)C1.N=C=C=S
HOMO level (spin up / spin down) = -7.634 / -7.636 eV
LUMO level (spin up / spin down) = -2.1 / -2.1 eV
Frontier orbital gap (spin up / spin down) = 5.57 / 5.57 eV

Structure (ORCA input):
```
! RIJCOSX wB97M-V def2-TZVPD def2/J DEFGRID3
* xyz 0 1
C -0.94 -0.10 2.46
C -0.64 0.22 1.04
C -0.63 1.51 0.63
C -0.14 1.85 -0.76
O -0.29 3.19 -1.10
C 0.59 0.92 -1.39
C 0.97 -0.45 -0.93
C 0.94 -1.54 -1.93
C 2.33 -0.38 -0.31
C -0.03 -0.88 0.21
H -2.02 0.04 2.64
H -0.55 0.65 3.14
H -0.58 -1.09 2.69
H -1.05 2.30 1.18
H -0.85 3.53 -0.44
H 0.76 1.23 -2.45
H -0.14 -1.92 -2.05
H 1.55 -2.38 -1.49
H 1.30 -1.36 -2.90
H 2.28 0.30 0.52
H 3.04 -0.23 -1.15
H 2.48 -1.27 0.32
H 0.55 -1.57 0.83
H -0.88 -1.32 -0.26
N -3.91 2.06 -0.56
C -4.04 0.84 -0.76
C -3.74 -0.37 -0.82
S -3.59 -1.99 -0.74
H -4.67 2.73 -0.49
*
```

---

# 6
Below is one molecule with the formula C11H15NOS in a non-equilibrium geometry, with properties calculated with the ωB97M-V functional and the def2-TZVPD basis.

Summary:
SMILES = CCC/C=N/O[C@H]1C=CC=C/C1=C\S
HOMO level (spin up / spin down) = -7.840 / -7.840 eV
LUMO level (spin up / spin down) = -0.6 / -0.6 eV
Frontier orbital gap (spin up / spin down) = 7.29 / 7.29 eV

Structure (ORCA input):
```
! RIJCOSX wB97M-V def2-TZVPD def2/J DEFGRID3
* xyz 0 1
C -4.09 0.00 -0.08
C -2.79 0.76 0.16
C -1.60 -0.14 -0.26
C -0.31 0.41 0.01
N 0.21 1.29 -0.71
O 1.53 1.62 -0.41
C 2.53 0.73 -1.06
C 3.83 1.28 -0.74
C 4.56 0.69 0.33
C 4.13 -0.43 1.11
C 2.99 -1.06 0.65
C 2.26 -0.61 -0.48
C 1.03 -1.07 -0.86
S 0.31 -2.66 -0.38
H -3.96 -0.89 0.66
H -3.95 -0.50 -1.05
H -4.99 0.63 0.03
H -2.80 0.98 1.19
H -2.62 1.70 -0.27
H -1.63 -1.17 0.29
H -1.56 -0.33 -1.26
H 0.22 0.13 0.97
H 2.30 0.71 -2.17
H 4.23 2.24 -1.00
H 5.53 1.17 0.50
H 4.69 -0.69 1.96
H 2.47 -1.82 1.22
H 0.56 -0.92 -1.78
H 1.02 -2.92 0.85
*
```

---

# 7
Below is C11H15O8PPt as an isolated structure in a non-equilibrium geometry, with properties calculated with the ωB97M-V functional and the def2-TZVPD basis.

Summary:
HOMO level (spin up / spin down) = -15.686 / -16.954 eV
LUMO level (spin up / spin down) = -7.1 / -10.7 eV
Expectation value of S² = 2.011
Frontier orbital gap (spin up / spin down) = 8.60 / 6.27 eV

Structure (ORCA input):
```
! RIJCOSX wB97M-V def2-TZVPD def2/J DEFGRID3
* xyz 2 3
O 0.51 3.48 -2.78
C 0.28 2.44 -3.23
Pt 0.15 -0.35 -3.31
O 0.25 0.01 -6.44
C 0.22 -0.01 -5.29
C 0.10 -2.15 -3.01
O 0.06 -3.34 -2.86
C -1.76 0.00 -3.07
O -2.86 0.18 -2.81
C 2.10 -0.15 -3.01
O 3.20 -0.10 -2.69
C 1.46 -2.99 1.68
C 0.73 -2.71 0.46
O 0.87 -1.26 0.04
P -0.18 -0.11 0.58
O 0.24 -0.07 2.20
C -0.72 0.13 3.23
C -2.14 -0.30 2.88
O 0.52 1.25 0.01
C 0.65 2.50 0.70
C -0.60 3.36 0.61
H 2.56 -2.84 1.58
H 1.31 -4.06 1.94
H 1.12 -2.39 2.57
H 1.13 -3.23 -0.37
H -0.32 -2.93 0.54
H -0.36 -0.43 4.12
H -0.72 1.21 3.51
H -2.15 -1.34 2.57
H -2.75 -0.20 3.78
H -2.57 0.32 2.10
H 1.50 3.02 0.24
H 0.92 2.32 1.76
H -1.45 2.87 1.12
H -0.43 4.34 1.09
H -0.86 3.53 -0.44
*
```

---

# 8
Below is C11H15OP as an isolated structure in a non-equilibrium geometry, with properties calculated with the ωB97M-V functional and the def2-TZVPD basis.

Summary:
HOMO level = -8.245 eV
LUMO level = 0.7 eV
Frontier orbital gap = 8.90 eV

Structure (ORCA input):
```
! RIJCOSX wB97M-V def2-TZVPD def2/J DEFGRID3
* xyz 0 1
C -3.02 -1.65 1.22
C -3.22 -1.63 -0.13
C -1.78 -1.68 1.84
C -1.96 -1.44 -0.94
C -0.64 -1.47 1.09
C -0.80 -1.33 -0.33
C 1.63 -1.31 0.76
C 0.62 1.46 0.69
C 2.57 1.76 -0.83
C 0.28 1.73 -1.86
C 1.18 1.19 -0.72
O 0.56 -1.51 1.65
P 1.35 -0.67 -0.94
H -3.85 -1.62 1.93
H -4.16 -1.67 -0.52
H -1.88 -1.70 2.91
H -2.02 -1.49 -2.02
H 2.39 -0.75 1.34
H 2.24 -2.27 0.51
H -0.29 0.97 1.00
H 1.36 1.36 1.50
H 0.41 2.50 0.78
H 3.06 1.41 -1.66
H 3.30 1.61 0.00
H 2.57 2.80 -0.86
H 0.08 2.81 -2.08
H 0.63 1.35 -2.78
H -0.60 1.27 -1.57
*
```

---

# 9
Below is one molecule with the formula C11H16 in a non-equilibrium geometry, with properties calculated with the ωB97M-V functional and the def2-TZVPD basis.

Summary:
SMILES = C#C/C(C)=C(\C)C(C)=C(C)C
HOMO level = -8.361 eV
LUMO level = 0.9 eV
Frontier orbital gap = 9.24 eV

Structure (ORCA input):
```
! RIJCOSX wB97M-V def2-TZVPD def2/J DEFGRID3
* xyz 0 1
C 4.13 0.40 0.99
C 2.97 0.16 1.09
C 1.57 0.00 0.95
C 0.79 0.34 2.14
C 1.09 -0.53 -0.18
C 2.00 -0.63 -1.37
C -0.39 -0.56 -0.36
C -0.86 -1.99 -0.47
C -1.18 0.46 -0.30
C -2.69 0.30 -0.31
C -0.86 1.96 -0.39
H 5.24 0.53 0.93
H -0.22 0.09 2.01
H 0.82 1.46 2.40
H 1.14 -0.17 3.07
H 2.00 0.39 -1.76
H 1.38 -1.19 -2.13
H 2.88 -1.24 -1.17
H 0.03 -2.68 -0.61
H -1.44 -2.19 -1.36
H -1.57 -2.30 0.31
H -3.05 0.69 0.66
H -3.24 -0.72 -0.58
H -3.03 1.00 -1.16
H -0.79 2.14 -1.50
H 0.16 2.24 0.04
H -1.57 2.59 -0.05
*
```